Entry from the Open Molecules 2025 dataset: a cluster of 4 separate species, C19H18N4O8 in total at a distorted geometry (wB97M-V/def2-TZVPD).

Results
Highest occupied orbital energy (eV): -10.09
Structure (SMILES): O=[N+]([O-])c1ccccc1.O=[N+]([O-])c1ccccc1.O=[N+]([O-])c1ccccc1.C[N+](=O)[O-]

Each line ends with the natural charge from an NBO analysis.
Atoms and positions in Å:
C: 0.42302 2.25049 1.62639  -0.491
N: 0.78431 3.66391 1.82617  0.541
O: 1.92073 4.06214 1.55202  -0.410
O: -0.08210 4.28921 2.29180  -0.339
H: -0.66421 2.24715 1.54881  0.234
H: 0.84873 1.67984 2.45177  0.239
H: 0.84180 1.88887 0.68727  0.226
C: 2.83206 1.06239 -2.91207  -0.201
C: 2.58537 1.99088 -3.86251  -0.196
C: 2.25586 1.59742 -5.13771  -0.205
C: 2.06012 0.23154 -5.37890  0.050
C: 2.27385 -0.72617 -4.32123  -0.191
C: 2.63813 -0.27633 -3.03814  -0.210
N: 1.67385 -0.09287 -6.83096  0.526
O: 0.65669 -0.77185 -6.88094  -0.371
O: 2.15304 0.51037 -7.76728  -0.351
H: 3.25706 1.50595 -2.02380  0.215
H: 2.58626 3.06401 -3.74092  0.223
H: 1.98464 2.39683 -5.81134  0.237
H: 2.06742 -1.78061 -4.43058  0.240
H: 2.90007 -0.85816 -2.16678  0.235
C: -4.85583 -1.08355 -3.34911  -0.161
C: -4.92957 -2.51332 -3.11706  -0.204
C: -3.98421 -3.13608 -2.35301  -0.196
C: -2.97723 -2.39889 -1.79686  0.034
C: -2.82725 -0.99895 -1.96023  -0.187
C: -3.72976 -0.34340 -2.79953  -0.214
N: -1.91979 -3.08646 -1.11024  0.509
O: -2.22583 -4.18774 -0.61253  -0.369
O: -0.81190 -2.50826 -1.04791  -0.387
H: -5.61146 -0.64572 -3.98450  0.221
H: -5.67257 -3.13222 -3.59802  0.223
H: -4.02350 -4.20439 -2.19960  0.250
H: -1.91770 -0.52942 -1.61577  0.250
H: -3.80096 0.68363 -3.12593  0.231
C: 2.24823 -1.28331 5.69616  -0.167
C: 2.54562 0.06521 5.59745  -0.222
C: 1.62215 0.98687 5.92303  -0.176
C: 0.26876 0.62122 6.13882  0.010
C: -0.06533 -0.75783 6.05995  -0.156
C: 0.96659 -1.73892 5.92884  -0.218
N: -0.62667 1.57524 6.72913  0.508
O: -1.69314 1.24699 7.21766  -0.365
O: -0.25874 2.75535 6.73371  -0.382
H: 3.06950 -1.96869 5.54726  0.220
H: 3.52257 0.46729 5.37317  0.224
H: 2.08214 1.94946 6.09108  0.249
H: -1.12273 -0.97604 6.03368  0.242
H: 0.73187 -2.79307 5.91929  0.233